Record 1
{"formula": "C10H16O", "method": "ωB97M-V/def2-TZVPD", "elements": ["O", "C", "C", "C", "C", "C", "C", "C", "C", "C", "C", "H", "H", "H", "H", "H", "H", "H", "H", "H", "H", "H", "H", "H", "H", "H", "H"], "xyz": [[-1.58976, 2.93791, -0.64385], [0.29187, -0.63723, -2.75880], [-0.13051, -1.14071, 2.91075], [-1.97447, 0.59222, 0.07142], [1.14336, -0.18301, -1.57135], [1.85735, -1.37939, -0.89899], [-0.27276, 2.06699, 1.02986], [-0.51526, -0.16627, 1.78798], [-1.40400, -0.50314, 0.79936], [0.11413, 1.05372, 1.88450], [-1.32320, 1.79807, 0.11260], [0.84374, 1.21168, 2.65996], [-0.97780, 2.85692, -1.39639], [-2.86501, 0.58244, -0.54968], [0.59280, 0.37333, -0.82254], [-0.31836, -2.11003, 2.41064], [-0.18012, 0.28541, -3.11917], [0.91856, -1.07131, -3.53374], [0.43155, 2.88604, 0.92735], [-1.80086, -1.40858, 0.34193], [0.85920, -1.05792, 3.31323], [-0.91348, -1.22521, 3.70661], [2.48459, -1.99812, -1.58899], [1.78537, 0.63861, -1.90930], [-0.46922, -1.34743, -2.52072], [0.99125, -1.96402, -0.61202], [2.42103, -1.09095, -0.03066]], "forces_ev_per_a": [[-0.465, -0.732, -1.194], [0.491, 1.466, 0.262], [-2.376, -1.700, -1.475], [0.826, 0.385, -0.070], [0.892, -0.096, -0.182], [-0.550, 0.331, -1.208], [0.769, -1.603, -0.488], [1.175, -1.979, 2.303], [-2.061, 2.161, -1.837], [-1.068, 1.207, -0.605], [1.546, 1.998, 1.746], [0.230, 0.026, 0.034], [-0.503, 0.364, 0.158], [0.247, -0.703, -0.220], [-0.634, -0.448, 0.243], [0.852, -0.165, 0.487], [-0.165, -0.419, -0.440], [0.052, 0.078, -0.158], [-0.779, 0.562, -0.015], [0.365, -0.662, 1.487], [0.398, 0.111, 0.093], [0.733, 0.768, -0.369], [-0.460, 0.663, 0.461], [0.590, -0.473, -0.291], [-0.563, -0.496, 0.404], [0.178, -0.678, 0.481], [0.281, 0.036, 0.391]], "mulliken_charge": [-0.576, -1.232, -1.466, -0.612, 0.537, -1.191, -0.334, 0.960, -0.371, -0.607, 0.141, 0.351, 0.354, 0.380, -0.377, 0.363, 0.309, 0.388, 0.358, 0.301, 0.392, 0.310, 0.339, 0.388, 0.312, 0.254, 0.330], "smiles": "Cc1ccc(O)cc1.CCC", "max_force_ev_per_a": 3.5, "homo_energy_ev": -8.8, "de_lowest_ev": 2.215, "lumo_ev": 0.8557, "orbital_gap_ev": 9.70}

=====

Record 2
{"formula": "C57H72F6O7", "method": "ωB97M-V/def2-TZVPD", "elements": ["F", "F", "F", "F", "F", "F", "O", "O", "O", "O", "O", "O", "O", "C", "C", "C", "C", "C", "C", "C", "C", "C", "C", "C", "C", "C", "C", "C", "C", "C", "C", "C", "C", "C", "C", "C", "C", "C", "C", "C", "C", "C", "C", "C", "C", "C", "C", "C", "C", "C", "C", "C", "C", "C", "C", "C", "C", "C", "C", "C", "C", "C", "C", "C", "C", "C", "C", "C", "C", "C", "H", "H", "H", "H", "H", "H", "H", "H", "H", "H", "H", "H", "H", "H", "H", "H", "H", "H", "H", "H", "H", "H", "H", "H", "H", "H", "H", "H", "H", "H", "H", "H", "H", "H", "H", "H", "H", "H", "H", "H", "H", "H", "H", "H", "H", "H", "H", "H", "H", "H", "H", "H", "H", "H", "H", "H", "H", "H", "H", "H", "H", "H", "H", "H", "H", "H", "H", "H", "H", "H", "H", "H"], "xyz": [[3.02661, -6.40290, 2.53533], [-4.88757, 1.81143, 0.02798], [4.78872, -0.17588, 2.05103], [-3.52650, -5.27273, -0.28583], [-4.77815, 1.30181, -4.82819], [1.47493, 8.52554, 1.50676], [-1.45777, 1.79524, -4.19963], [1.91598, -1.32444, -2.61889], [5.27204, -3.42381, 1.43955], [4.44516, 3.71952, -1.68667], [0.80608, 1.29589, 0.16604], [-0.26055, 3.33148, 4.28141], [-2.94301, -1.30707, 0.68345], [-4.02917, -2.93463, 2.05135], [-0.41989, 4.00922, -4.42294], [-0.38306, -4.34294, 3.63029], [1.58148, 5.92376, -1.07779], [-1.26642, 2.76901, -4.87005], [-4.39452, -0.42201, 2.43885], [-1.22666, 2.57816, 4.11860], [-3.86031, -1.44249, -2.55591], [1.86960, -4.33155, 2.83142], [-1.87539, 2.96955, -6.22390], [1.11958, 4.83858, -0.27608], [-2.50981, 5.19639, 0.36419], [2.78528, 0.55834, 3.08206], [0.05613, 0.37251, -0.21871], [-2.13999, 2.15679, 5.22484], [5.46271, -2.72048, 0.43371], [0.05561, -2.28751, -3.79435], [-4.15245, 3.64048, 1.29471], [5.16569, 1.88386, -0.36176], [6.84144, -2.21567, 0.17818], [3.21419, 1.60135, -2.03682], [4.41604, -0.72730, 4.31509], [-1.38263, 1.89197, 2.81866], [-3.92387, -0.88760, -5.31515], [-4.07529, 2.90715, 0.10422], [-1.35552, -4.33231, -0.45389], [-0.32207, -6.89111, 0.20138], [3.57713, -0.64060, 5.45717], [-3.33193, 4.77622, 1.44277], [1.59808, 7.16401, -0.43192], [2.36153, 0.03042, 5.40834], [-0.24015, -5.72031, 4.01580], [4.27252, 2.51223, -1.39896], [1.26548, -0.14343, -4.58492], [4.00430, -0.10960, 3.16907], [0.95819, -6.38030, 3.70551], [-4.29392, 0.08959, -4.38866], [-3.23484, 3.31980, -0.95464], [-3.48633, -2.38887, -3.49621], [1.93621, -5.70779, 2.98822], [-2.17392, -5.39254, -0.19284], [4.38046, -2.35677, -0.50040], [1.98843, 0.66456, 4.20416], [-2.49987, 4.49489, -0.83875], [1.18737, -1.27594, -3.56185], [0.73605, 6.28775, 1.57874], [-3.44821, -2.09748, -4.84432], [0.69549, -3.60965, 3.15348], [0.49795, -5.85597, -0.14701], [0.66071, 5.01502, 1.03309], [-3.75590, -1.51310, 1.58804], [1.27630, 7.33732, 0.88815], [-1.01286, 0.65753, -1.27816], [-1.68991, -6.65022, 0.12186], [0.36559, -1.05261, 0.22063], [0.01703, -4.58338, -0.48505], [-4.20324, -0.16358, -3.06070], [2.68071, -3.85269, 2.30302], [1.96208, 8.03151, -0.96234], [1.77730, -0.56450, -5.45027], [-3.80810, -0.37552, 3.35649], [-3.29168, -3.20650, 2.80653], [-2.01800, 0.57613, -0.86442], [1.02041, 1.14310, 4.18563], [4.49677, 1.68371, 0.47525], [1.05351, 3.84616, -0.69696], [-0.58353, 2.18701, 2.13858], [0.10856, 4.39187, -5.29611], [0.58603, -1.20200, 1.27760], [-3.96486, -1.70733, -1.51412], [-1.11491, 2.83902, -6.99380], [7.00862, -2.04036, -0.88456], [-1.73208, -3.34910, -0.69449], [-1.80814, 4.88756, -1.56932], [0.32792, 3.70562, -3.69033], [1.56687, -5.98978, -0.07025], [-5.02300, -3.06311, 2.48018], [0.07745, -7.86582, 0.43955], [-3.42524, 5.31163, 2.37606], [-5.45104, -0.61262, 2.62735], [7.07706, -1.26985, 0.66604], [0.26173, 0.20087, -4.83402], [-2.10059, 2.99586, 5.91947], [-4.41394, 0.60654, -2.33343], [-3.94370, -0.59128, -6.35351], [2.40871, 2.27698, -2.32459], [2.52470, 1.09939, 2.18442], [0.31067, 4.19166, 1.63803], [-0.87580, -0.10279, -2.04707], [-1.11472, -6.19888, 4.43113], [-2.36220, -7.46548, 0.34496], [-1.79691, 6.00729, 0.38914], [7.56030, -2.98355, 0.46401], [-1.15172, 4.68988, -3.98794], [4.53907, -1.39407, -0.98635], [1.88392, 5.84405, -2.11150], [-4.75141, 3.23310, 2.09577], [-1.71893, 1.32198, 5.78511], [1.91944, 0.62550, -4.17362], [3.41796, -2.56565, -0.03341], [0.49939, 6.35637, 2.63026], [5.91844, 2.56407, 0.03672], [-2.59437, 2.16597, -6.38331], [3.83375, -1.17313, 6.36103], [0.68796, -3.81143, -0.83196], [0.23978, -3.06792, -4.53269], [3.55504, 1.13461, -2.96098], [-2.37572, 2.09215, 2.41643], [2.82180, 0.90429, -1.29638], [-1.28882, -3.79161, 3.83529], [-4.15947, 0.60444, 2.15735], [1.23038, -1.41867, -0.33276], [4.46719, -3.16699, -1.22436], [5.25777, -1.39789, 4.40561], [-3.10149, -2.76358, -5.62052], [5.61042, 1.01161, -0.84082], [-0.84166, -1.73692, -4.07694], [-0.87262, 1.65996, -1.68260], [-4.01602, -3.68631, 1.26211], [1.07038, -7.44371, 3.85712], [-3.15637, 1.95856, 4.88459], [1.78843, 0.11251, 6.32006], [0.55096, -2.55802, 2.95448], [-1.32037, 0.80543, 2.87915], [-3.21427, -3.34829, -3.08161], [-0.50946, -1.67702, 0.04038], [-3.15740, 2.74131, -1.86335], [-2.33484, 3.94650, -6.37415], [-0.24267, -2.65534, -2.81260]], "forces_ev_per_a": [[-0.858, 0.616, 0.336], [0.925, 0.684, -0.429], [-0.325, 0.036, 0.403], [0.157, 0.305, 0.072], [0.597, -0.854, 0.327], [-0.349, -1.986, -1.242], [0.138, -0.349, 0.459], [0.855, -0.208, 1.100], [-0.080, 1.055, -1.853], [-1.252, -2.572, 0.274], [-1.435, -1.154, -0.466], [-1.644, -0.455, 0.032], [-1.277, 0.171, 1.197], [-0.735, -0.150, -0.250], [-0.221, -1.698, -0.060], [0.550, -0.867, 1.130], [-0.457, 1.611, 1.906], [0.488, 1.920, -0.353], [0.958, 0.324, -0.086], [2.149, -0.203, 0.136], [-0.378, 0.833, -1.790], [-0.185, 0.491, -0.811], [-0.389, -0.935, -0.382], [0.057, -0.627, -1.704], [-0.538, -0.526, 0.594], [0.393, 0.571, 0.021], [1.745, 1.471, 0.369], [0.199, 1.226, 0.532], [0.180, -0.720, 3.169], [-0.304, 0.921, 0.873], [1.110, 0.129, -0.799], [-0.525, 0.542, -0.214], [0.804, -0.221, -0.990], [0.051, 1.494, 0.476], [-0.787, -0.629, 1.570], [-0.113, -0.171, -0.937], [0.031, 1.264, 0.398], [0.153, 0.761, -0.013], [0.813, 0.414, -0.531], [-0.987, 0.333, -0.425], [-0.168, 0.011, -0.903], [-0.237, -0.371, -0.951], [1.453, -0.281, -3.514], [0.831, 0.363, -0.649], [0.446, 1.801, -1.280], [1.235, 2.334, -0.543], [0.475, -0.647, 0.617], [-0.083, 0.012, -0.486], [-0.977, -0.192, -0.429], [-0.108, -0.174, -1.009], [-0.766, -0.529, 0.072], [0.185, -0.480, 1.210], [0.209, 0.500, 0.797], [-0.447, -1.143, 0.174], [-0.162, -0.912, -0.105], [-0.199, -0.950, 1.062], [-0.027, -0.338, 1.346], [-1.456, 0.092, -1.715], [-0.554, -2.398, 2.136], [-0.350, 0.368, -1.021], [0.233, -1.877, -0.264], [1.270, 1.280, 0.039], [0.156, 1.753, 1.012], [1.142, -0.182, -0.627], [-0.134, 1.622, 1.674], [0.823, -0.283, 0.853], [-0.016, -0.602, 0.418], [-1.038, 0.014, -0.030], [-0.438, -0.766, 0.176], [-0.126, -0.297, 2.219], [0.281, 0.145, 0.123], [0.008, 0.109, -0.162], [-0.202, 0.055, -0.320], [-0.304, -0.888, 0.666], [0.052, 0.037, 0.026], [0.004, -0.283, 0.064], [0.154, 0.317, -0.272], [0.149, -0.834, 0.041], [0.139, -0.277, -0.077], [-0.252, 0.125, -0.133], [-0.288, 0.401, 0.111], [0.144, 0.682, 0.050], [0.275, 0.272, 0.052], [0.240, 0.164, 0.006], [-0.103, 0.078, -0.185], [-0.277, 0.008, -0.015], [-0.207, -0.412, -0.553], [-0.131, 0.015, 0.206], [0.179, -0.052, -0.250], [0.022, 0.357, 0.348], [-0.088, -0.006, 0.133], [0.353, 0.201, 0.002], [0.191, 0.162, 0.121], [-0.267, -0.096, 0.319], [0.235, 0.098, -0.108], [-0.458, -0.051, 0.222], [-0.319, 0.221, -0.075], [0.004, -0.357, -0.194], [-0.227, -0.068, -0.112], [-0.106, -0.229, -0.264], [-0.009, -0.097, -0.026], [-0.311, 0.071, -0.192], [0.243, -0.329, 0.165], [-0.326, 0.121, -0.084], [-0.428, 0.408, 0.566], [-0.023, 0.174, 0.320], [0.242, 0.372, -0.157], [-0.375, -0.107, 0.078], [0.045, -0.242, 0.097], [-0.211, 0.276, 0.077], [-0.027, -0.270, -0.311], [-0.328, 0.149, -0.153], [-0.063, 0.645, 0.005], [-0.169, 0.407, 0.085], [0.036, 0.046, -0.471], [-0.205, 0.197, -0.034], [0.254, 0.026, 0.017], [0.163, 0.084, 0.252], [0.203, 0.038, 0.189], [0.308, -0.214, 0.343], [0.073, 0.112, -0.250], [0.215, -0.225, -0.318], [-0.273, -0.249, 0.093], [-0.556, -0.139, -1.076], [-0.087, 0.072, -0.236], [-0.039, 0.150, -0.695], [0.334, 0.308, -0.448], [0.051, -0.501, 0.317], [-0.030, -0.347, 0.606], [0.084, 0.116, -0.540], [0.096, -0.198, -0.018], [0.509, 0.343, -0.221], [0.013, -0.072, 0.200], [0.098, -0.128, 0.098], [-0.301, -0.007, -0.131], [0.408, 0.048, -0.025], [-0.016, -0.162, 0.430], [0.137, -0.333, -0.419], [0.131, -0.133, -0.280], [-0.214, -0.173, -0.062], [0.064, -0.006, 0.185], [0.401, -0.695, -0.057]], "mulliken_spin": [0.000, 0.002, 0.000, 0.000, 0.000, 0.062, 0.000, 0.000, 0.000, 0.004, 0.001, 0.000, 0.000, 0.000, -0.003, 0.000, 0.041, 0.000, 0.000, 0.001, 0.000, 0.000, 0.000, -0.057, 0.015, 0.001, 0.003, 0.000, 0.000, 0.000, 0.005, 0.000, 0.000, 0.002, 0.000, -0.001, 0.000, 0.013, 0.000, 0.000, 0.000, -0.001, 0.102, 0.000, 0.000, 0.002, 0.000, 0.000, 0.000, 0.000, -0.008, 0.000, 0.000, 0.000, 0.000, 0.000, 0.049, 0.000, 0.072, 0.000, 0.000, 0.000, 0.127, 0.000, 0.264, 0.000, 0.000, 0.000, 0.000, 0.000, 0.000, 0.001, 0.000, 0.000, 0.000, 0.001, 0.000, 0.001, 0.285, 0.001, 0.000, 0.000, 0.000, 0.000, 0.000, 0.000, -0.027, 0.003, 0.000, 0.000, 0.000, 0.000, 0.000, 0.000, 0.000, 0.000, 0.000, 0.000, -0.001, 0.000, 0.045, 0.000, 0.000, 0.000, 0.002, 0.000, 0.000, 0.000, 0.001, 0.000, 0.000, 0.000, 0.000, -0.002, 0.000, 0.000, 0.000, 0.000, 0.000, 0.000, 0.001, 0.000, 0.000, 0.000, 0.000, 0.000, 0.000, 0.000, 0.000, 0.000, -0.002, 0.000, 0.000, 0.000, 0.000, 0.000, 0.000, 0.000, 0.000, -0.001, 0.000, 0.000], "multiplicity": 2, "s2": 0.77, "charge": 1, "max_force_ev_per_a": 3.8, "homo_energy_ev": [-10.4, -10.4], "lumo_ev": [-3.4832, -8.0286], "orbital_gap_ev": [6.92, 2.38]}